The following is a DFT calculation (ωB97M-V/def2-TZVPD) of a structure of composition C43H39B11Br7CdN11O2 at a distorted geometry.

The geometry in XYZ format:
```
114
Properties=species:S:1:pos:R:3
Cd -0.3059 -0.0676 -0.2529
N -2.1230 4.0041 1.5673
C -1.9723 2.6936 1.3567
N -0.9221 2.1638 0.8217
C 0.1063 2.9835 0.3918
N 1.2818 2.4895 0.1492
N 1.4345 1.1703 0.2453
C 2.5333 0.7026 0.7149
C 2.6779 -0.7121 0.9962
C 3.8322 -1.1918 1.6222
C 3.8741 -2.5154 2.0210
C 2.7754 -3.3256 1.7690
C 1.6782 -2.7668 1.1280
N 1.6237 -1.5016 0.7556
C -0.1190 4.4132 0.3249
C 0.7210 5.3017 -0.3480
C 0.4599 6.6553 -0.3055
C -0.6261 7.1469 0.4170
C -1.4767 6.2820 1.0738
C -1.2409 4.9147 1.0067
H -2.9673 4.3747 1.9806
H -2.7708 2.0371 1.6847
H 3.3327 1.3723 1.0302
H 4.6657 -0.5302 1.8046
H 4.7358 -2.9075 2.5401
H 2.7637 -4.3567 2.0777
H 0.8003 -3.3596 0.9197
H 1.5583 4.9084 -0.9021
H 1.1013 7.3396 -0.8374
H -0.8128 8.2077 0.4517
H -2.3344 6.6476 1.6134
Br -3.1214 0.4443 -1.4607
B -3.1506 1.3317 -3.2523
B -4.4592 2.4154 -3.8762
C -4.2256 2.2793 -5.5418
B -4.1384 0.8265 -4.6596
B -3.1738 1.1414 -6.1667
B -2.8034 2.9300 -6.2665
B -3.6712 3.7165 -4.8797
B -2.9072 3.1292 -3.3749
Br -2.7876 4.1853 -1.7465
B -1.8617 3.4614 -4.8389
Br -0.5477 4.9135 -4.8515
B -1.5399 1.8131 -5.6694
Br 0.1213 1.4072 -6.6250
B -2.3789 0.5172 -4.6729
Br -1.5857 -1.2665 -4.4807
B -1.5974 1.9633 -3.8666
Br 0.0405 1.7251 -2.7471
H -5.5022 2.6150 -3.3871
H -3.2281 2.1828 -5.0650
H -4.9920 0.0292 -4.6876
H -3.3746 0.5404 -7.1443
H -2.8400 3.4457 -7.3113
H -4.2057 4.7431 -5.0349
Br -2.0370 5.5088 6.2697
C -2.5244 3.6955 6.5116
C -2.1668 3.0159 7.6750
C -2.4631 1.6769 7.8025
C -3.0789 0.9906 6.7407
C -3.5104 1.7125 5.6070
C -3.2385 3.0529 5.4997
N -3.2783 -0.3468 6.8276
N -3.4806 -1.1556 5.9300
C -2.9744 -1.3699 4.7373
C -3.6941 -2.1478 3.7896
C -3.3309 -2.1794 2.4813
C -2.1884 -1.4623 1.9748
O -1.8965 -1.4424 0.7692
C -1.3470 -0.7909 2.9794
N -0.2287 -0.2080 2.5476
C 0.6120 0.2967 3.4207
C 0.4288 0.1994 4.8005
C -0.7348 -0.3723 5.2647
C -1.6865 -0.8278 4.3472
H -1.6571 3.5417 8.4670
H -2.1865 1.1379 8.6950
H -4.0801 1.2044 4.8422
H -3.5762 3.6117 4.6404
H -4.5837 -2.6548 4.1304
H -3.9234 -2.7274 1.7636
H 1.4938 0.7750 3.0231
H 1.1862 0.5512 5.4806
H -0.8936 -0.5074 6.3238
C 5.8589 -5.8436 1.1827
C 5.3957 -5.4880 -0.1925
C 5.2566 -4.1640 -0.6005
C 4.8221 -3.8429 -1.8704
C 4.5360 -4.8550 -2.7870
N 4.1632 -4.6023 -4.1013
C 3.8441 -3.4076 -4.7148
O 4.1720 -3.1690 -5.8465
N 3.1213 -2.4743 -3.9701
C 2.0519 -2.6813 -3.1192
C 1.4994 -3.9359 -2.8484
C 0.3780 -4.0047 -2.0451
C -0.1687 -2.8426 -1.5233
N 0.3711 -1.6459 -1.7469
C 1.4474 -1.5694 -2.5184
C 4.6915 -6.1900 -2.3911
C 5.1030 -6.4951 -1.1137
H 6.1274 -4.9601 1.7555
H 6.7272 -6.4993 1.1305
H 5.0781 -6.3877 1.7155
H 5.5210 -3.3669 0.0779
H 4.7574 -2.8088 -2.1664
H 4.4657 -5.3025 -4.7705
H 3.1380 -1.5645 -4.4177
H 1.9022 -4.8314 -3.2888
H -0.0809 -4.9569 -1.8349
H -1.0645 -2.8623 -0.9200
H 1.8549 -0.5831 -2.7054
H 4.4944 -6.9799 -3.0978
H 5.2178 -7.5281 -0.8216
```

Properties
* max |F|: 2.022 eV/A
* total charge: +2
* HOMO-LUMO gap: 0.093 Eh
* energy relative to the best compared isomer or geometry (same formula, charge and spin): 9.2 kcal per mole
* HOMO energy: -11.733 eV

The following is a DFT calculation (ωB97M-V/def2-TZVPD) of a structure of composition C43H39CoN7O2P2Se2 at a distorted geometry.

The geometry in XYZ format:
```
96
Properties=species:S:1:pos:R:3
Co -0.0810 0.1233 -0.4988
O 4.9349 -0.2746 1.2851
C 4.6788 1.0268 1.4524
C 5.6657 1.8145 2.0494
C 5.4663 3.1725 2.2367
C 4.2754 3.7697 1.8378
C 3.2869 2.9850 1.2570
C 3.4615 1.6219 1.0536
C 2.3453 0.8345 0.4551
O 1.2448 1.4318 0.1976
N 2.5831 -0.4424 0.2091
N 1.4504 -0.9847 -0.3367
C 1.3872 -2.2175 -0.8226
C 0.1372 -2.5371 -1.3613
C -0.2318 -3.7776 -1.9540
C -1.5057 -3.9782 -2.3911
C -2.4720 -2.9405 -2.2563
C -2.0553 -1.7482 -1.7066
N -0.8116 -1.5128 -1.2907
H 4.0968 -0.6743 0.8671
H 6.5837 1.3319 2.3640
H 6.2441 3.7662 2.7053
H 4.1143 4.8305 1.9865
H 2.3328 3.4041 0.9601
H 2.2294 -2.8989 -0.7862
H 0.5187 -4.5560 -2.0353
H -1.7836 -4.9270 -2.8374
H -3.4992 -3.0685 -2.5693
H -2.7367 -0.9107 -1.5842
Se -2.7885 -1.1699 6.6247
P -3.2889 -1.8253 4.6679
C -3.3305 -3.6596 4.6725
C -2.1507 -4.3467 4.9658
C -2.1647 -5.7180 5.1344
C -3.3581 -6.4286 5.0314
C -4.5325 -5.7544 4.7618
C -4.5188 -4.3696 4.5875
C -4.9728 -1.3523 4.1486
C -5.3869 -1.6826 2.8636
C -6.6918 -1.4253 2.4629
C -7.5750 -0.8179 3.3453
C -7.1578 -0.4634 4.6166
C -5.8509 -0.7397 5.0249
C -2.2576 -1.3411 3.3032
C -1.9207 -0.1927 2.5895
N -1.0233 -0.5636 1.6589
N -0.8002 -1.8626 1.7941
N -1.5297 -2.3584 2.7754
P -2.4555 1.5261 2.5833
Se -1.0711 2.8661 1.7519
C -4.0057 1.5127 1.5750
C -5.2784 1.1370 2.0017
C -6.3658 1.1871 1.1345
C -6.1875 1.5700 -0.1855
C -4.9159 1.8941 -0.6369
C -3.8358 1.8747 0.2349
C -2.8022 1.9856 4.3338
C -3.9846 1.7362 5.0224
C -4.1524 2.1529 6.3385
C -3.1236 2.7989 6.9991
C -1.9253 3.0298 6.3329
C -1.7700 2.6375 5.0134
H -1.2224 -3.7986 5.0450
H -1.2381 -6.2368 5.3481
H -3.3649 -7.5044 5.1611
H -5.4691 -6.2940 4.6879
H -5.4519 -3.8595 4.3876
H -4.6796 -2.1317 2.1729
H -7.0104 -1.6865 1.4618
H -8.5924 -0.6117 3.0328
H -7.8447 0.0235 5.2987
H -5.4988 -0.4894 6.0205
H -5.4553 0.7826 3.0064
H -7.3484 0.9081 1.4993
H -7.0335 1.6005 -0.8630
H -4.7518 2.1629 -1.6736
H -2.8399 2.1179 -0.1223
H -4.8008 1.2057 4.5609
H -5.0821 1.9342 6.8507
H -3.2452 3.1071 8.0310
H -1.1051 3.5244 6.8394
H -0.8482 2.8429 4.4862
C -2.4330 2.5863 -3.0117
C -1.0305 2.0938 -2.6042
C -0.1603 3.3022 -2.2331
C -0.4011 1.3664 -3.8070
N -1.1028 1.2558 -1.4572
H -2.4071 3.2003 -3.9220
H -2.8594 3.1837 -2.1995
H -3.0860 1.7253 -3.1855
H -0.1321 4.0239 -3.0595
H 0.8531 2.9707 -1.9970
H -0.5638 3.7887 -1.3409
H -0.3438 2.0092 -4.6972
H -0.9919 0.4783 -4.0504
H 0.6041 1.0356 -3.5361
```

Properties
* 2S+1: 4
* max |F|: 1.034 eV/A
* total charge: -2
* HOMO-LUMO gap (alpha / beta): 0.140 / 0.187 Eh
* energy relative to the best compared isomer or geometry (same formula, charge and spin): 9.5 kcal per mole
* HOMO energy (alpha / beta): 0.069 / -1.223 eV